A cluster of 2 separate species, C3H11N2OS in total at a distorted geometry, computed with the ωB97M-V functional and the def2-TZVPD basis.

net charge	-1
2S+1	1
gap between HOMO and LUMO	6.51	eV
strongest force on any atom	1.9	eV/Å
energy relative to the best compared isomer or geometry (same formula, charge and spin)	81.4	kJ/mol

Last column: natural (NBO) charge in e.
Atoms and positions in Å:
N -0.702706 -0.623027 0.940304  -0.88
C -0.149444 0.629995 0.406243  -0.10
C 1.378824 0.524749 0.186656  -0.53
S 1.482840 -0.369679 -1.491235  -0.77
C -0.372733 1.848394 1.276047  -0.22
N -1.829983 2.167522 1.399849  -0.87
H -1.275205 -1.119584 0.280505  0.39
H 0.129865 -1.084596 1.294233  0.37
H -0.546393 0.854239 -0.593218  0.20
H 2.021834 1.415784 0.012024  0.20
H 1.900106 0.102469 1.074808  0.16
H 0.165138 1.737781 2.255938  0.17
H 0.115991 2.655595 0.699317  0.18
H -2.289548 1.270603 1.579700  0.36
H -2.213652 2.577764 0.543018  0.35
H 0.023406 -3.059406 -0.818278  0.50
H -0.990031 -3.165965 -1.999478  0.47
O -0.879639 -3.317463 -1.059217  -0.98

Atoms 1-3, force components in eV/Å:
N 0.4 1.7 0.8
C 1.3 0.9 0.0
C 0.5 -0.8 -1.6

---

An isolated molecule of C5H8O at a distorted geometry, computed with the ωB97M-V functional and the def2-TZVPD basis.

2S+1	1
gap between HOMO and LUMO	9.94	eV
strongest force on any atom	1.1	eV/Å
energy relative to the best compared isomer or geometry (same formula, charge and spin)	385.1	kJ/mol

Last column: natural (NBO) charge in e.
Atoms and positions in Å:
C 0.587421 1.365601 1.532898  -0.25
O -0.783968 1.393853 1.217041  -0.54
C -1.183901 0.790528 0.020088  -0.08
C -0.116886 0.619039 -1.026372  -0.15
C 0.211755 -0.515854 -1.306501  0.11
C 0.450438 -1.939764 -1.304661  -0.71
H 1.158499 2.023985 0.863947  0.18
H 0.655637 1.739989 2.557105  0.19
H 1.034395 0.359953 1.492997  0.16
H -1.509263 -0.250404 0.203909  0.15
H -2.043173 1.329106 -0.372613  0.20
H 0.681965 -2.267898 -0.281760  0.24
H -0.434571 -2.489822 -1.642714  0.24
H 1.291650 -2.158313 -1.953364  0.25

Atoms 1-3, force components in eV/Å:
C 0.2 0.1 0.1
O -0.1 0.4 0.1
C -0.6 -0.1 0.1